This record from OMol25 describes a cluster of 6 separate species, C30H61BrFO12PS5 in total. The level of theory is wB97M-V/def2-TZVPD.

Last column: Löwdin charge in e.
Cartesian coordinates (Å):
C1 0.8350 -0.7532 -0.6916  -0.110
C2 0.4431 -1.7249 -1.8153  -0.233
C3 -0.8999 -2.4298 -1.5450  -0.204
C4 -1.8650 -2.4259 -2.7346  -0.225
C5 -2.2310 -1.0358 -3.2709  -0.231
P1 -3.7254 -0.1530 -2.6214  0.804
O1 -2.8325 1.3583 -2.6363  -0.337
C6 -4.2000 0.1882 -0.8324  -0.143
C7 -3.2850 -0.3663 0.1940  -0.459
O2 -3.4620 -1.2434 1.0102  0.125
F1 -2.0851 0.2906 0.1674  0.073
C8 -4.8410 -1.7135 -2.7714  -0.780
Br1 -6.6453 -1.1139 -3.3091  0.697
C9 -5.0143 -2.6267 -1.5689  -0.380
C10 -5.5116 -4.0242 -1.9531  -0.101
H1 1.9168 -0.6904 -0.6626  0.064
H2 0.4751 -1.1297 0.2608  0.066
H3 0.4083 0.2244 -0.8699  0.046
H4 1.2152 -2.4876 -1.8408  0.102
H5 0.4495 -1.2230 -2.7751  0.091
H6 -1.3717 -2.0753 -0.6316  0.077
H7 -0.6764 -3.4810 -1.3673  0.107
H8 -1.3507 -2.9602 -3.5318  0.116
H9 -2.7135 -3.0497 -2.4753  0.075
H10 -2.3845 -1.1090 -4.3454  0.102
H11 -1.3882 -0.3705 -3.1544  0.069
H12 -4.5420 0.4914 -3.5589  0.032
H13 -2.1852 1.4104 -1.9297  0.016
H14 -4.1164 1.2653 -0.7416  0.101
H15 -5.2328 -0.0467 -0.6110  0.093
H16 -4.4840 -2.2976 -3.6127  0.054
H17 -4.0517 -2.7775 -1.0844  0.080
H18 -5.6874 -2.2026 -0.8330  0.096
H19 -4.7928 -4.4638 -2.6417  0.077
H20 -5.4645 -4.6304 -1.0542  0.039
H21 -6.5065 -4.0022 -2.3777  0.059
O3 -4.3953 -5.3151 0.6940  -0.324
S1 -4.0148 -5.1953 2.0819  0.677
O4 -5.0064 -4.9926 3.1057  -0.317
C11 -2.9755 -6.5865 2.5159  -0.229
C12 -1.5645 -6.1164 2.1734  -0.220
C13 -1.4707 -4.6646 2.6665  -0.205
C14 -2.7400 -3.9406 2.1989  -0.226
H22 -3.2958 -7.4628 1.9576  0.107
H23 -3.0928 -6.7587 3.5850  0.107
H24 -0.8106 -6.7526 2.6343  0.114
H25 -1.4166 -6.1489 1.0918  0.117
H26 -1.4177 -4.6513 3.7568  0.116
H27 -0.5780 -4.1678 2.2893  0.112
H28 -3.0663 -3.1758 2.8958  0.102
H29 -2.6200 -3.5078 1.2117  0.073
O5 1.7121 1.3643 -2.6997  -0.329
S2 3.0421 1.8907 -2.5096  0.664
O6 4.1900 1.0185 -2.4899  -0.324
C15 3.3044 3.2049 -3.6952  -0.229
C16 2.8040 4.4570 -2.9806  -0.216
C17 3.3298 4.3572 -1.5411  -0.210
C18 3.0450 2.9347 -1.0496  -0.220
H30 2.7650 2.9738 -4.6107  0.106
H31 4.3747 3.2580 -3.8914  0.108
H32 3.1506 5.3619 -3.4769  0.114
H33 1.7118 4.4714 -2.9794  0.119
H34 4.4051 4.5381 -1.5261  0.110
H35 2.8671 5.0945 -0.8876  0.119
H36 3.8112 2.5795 -0.3674  0.069
H37 2.0622 2.8541 -0.5876  0.107
O7 4.4744 5.0887 2.3962  -0.316
S3 5.2965 3.9488 2.0790  0.667
O8 5.6766 3.6665 0.7135  -0.333
C19 6.7579 3.9824 3.1062  -0.218
C20 6.3581 3.2095 4.3574  -0.212
C21 5.5704 1.9886 3.8659  -0.209
C22 4.5631 2.4832 2.8169  -0.212
H38 7.0412 5.0151 3.2953  0.113
H39 7.5481 3.4729 2.5614  0.075
H40 7.2273 2.9189 4.9414  0.101
H41 5.7197 3.8346 4.9861  0.122
H42 6.2556 1.2743 3.4133  0.092
H43 5.0645 1.4798 4.6844  0.120
H44 4.3849 1.7485 2.0352  0.098
H45 3.6176 2.7835 3.2642  0.105
O9 8.4165 0.7477 4.3386  -0.322
S4 9.7401 1.1298 3.9052  0.668
O10 10.5325 2.0511 4.6763  -0.316
C23 10.6837 -0.3537 3.5711  -0.228
C24 10.3937 -0.6676 2.1071  -0.217
C25 10.4582 0.6767 1.3713  -0.207
C26 9.6494 1.6863 2.1941  -0.222
H46 10.3720 -1.1356 4.2594  0.108
H47 11.7345 -0.1124 3.7265  0.109
H48 11.1087 -1.3833 1.7057  0.116
H49 9.3953 -1.0986 2.0090  0.120
H50 11.4965 1.0056 1.3018  0.118
H51 10.0699 0.6018 0.3574  0.117
H52 10.0561 2.6927 2.1354  0.106
H53 8.6013 1.6897 1.9019  0.092
O11 -10.6070 3.2659 -3.4580  -0.320
S5 -9.8483 3.1830 -2.2363  0.659
O12 -9.1128 4.3182 -1.7417  -0.326
C27 -10.9148 2.5497 -0.9449  -0.233
C28 -10.7559 1.0353 -1.0364  -0.220
C29 -9.2553 0.7812 -1.2361  -0.230
C30 -8.7679 1.7483 -2.3231  -0.247
H54 -11.9298 2.8989 -1.1176  0.106
H55 -10.5419 2.9334 0.0041  0.106
H56 -11.1353 0.5412 -0.1434  0.114
H57 -11.3136 0.6546 -1.8945  0.120
H58 -8.7255 0.9785 -0.3017  0.117
H59 -9.0524 -0.2510 -1.5144  0.082
H60 -7.7435 2.0731 -2.1635  0.094
H61 -8.8670 1.3218 -3.3191  0.090

**Lowest unoccupied orbital energy**: 0.33 eV
**SMILES**: CCCCC[PH](O)(CC(=O)F)[C@H](Br)CC.O=S1(=O)CCCC1.O=S1(=O)CCCC1.O=S1(=O)CCCC1.O=S1(=O)CCCC1.O=S1(=O)CCCC1
**Orbital gap**: 9.73 eV